C24H16BrN6O3SeSr as an isolated structure at a distorted geometry. Source: OMol25; level of theory: ωB97M-V/def2-TZVPD.

```
! wB97M-V def2-TZVPD RIJCOSX def2/J DEFGRID3
* xyz -1 1
Sr 0.032 -0.437 0.493
O -2.098 1.252 4.105
C -1.363 0.895 3.172
N -1.498 -0.106 2.303
C -2.597 -0.993 2.337
C -3.435 -1.139 3.450
C -4.471 -2.059 3.471
C -4.704 -2.859 2.368
C -3.899 -2.731 1.246
C -2.843 -1.816 1.196
N -1.973 -1.717 0.083
C -2.330 -2.135 -1.127
O -3.406 -2.601 -1.534
C -1.233 -2.027 -2.199
C -1.533 -2.526 -3.467
C -0.574 -2.490 -4.459
C 0.676 -1.961 -4.166
C 0.893 -1.475 -2.891
N -0.034 -1.491 -1.932
C -0.095 1.746 2.997
C 0.301 2.515 4.088
C 1.409 3.332 3.971
C 2.086 3.375 2.762
C 1.630 2.577 1.732
N 0.572 1.773 1.837
H -3.257 -0.506 4.304
H -5.095 -2.140 4.354
H -5.512 -3.581 2.367
H -4.086 -3.341 0.377
H -2.522 -2.931 -3.618
H -0.791 -2.875 -5.448
H 1.466 -1.925 -4.903
H 1.856 -1.062 -2.615
H -0.288 2.452 4.990
H 1.745 3.926 4.812
H 2.969 3.982 2.626
H 2.144 2.564 0.780
O 3.669 2.238 -4.713
C 3.057 1.906 -3.552
C 3.732 1.329 -2.481
C 3.015 1.011 -1.343
N 1.702 1.236 -1.221
C 1.101 1.816 -2.241
Br -0.733 2.202 -1.977
C 1.700 2.171 -3.434
H 4.602 2.005 -4.663
H 4.794 1.123 -2.530
H 3.493 0.539 -0.493
H 1.148 2.632 -4.238
Se 2.863 -1.700 0.773
C 3.599 -0.395 1.805
N 4.117 0.420 2.446
*
```

Properties
E: -176461.890 eV
ΔE to the lowest compared entry with this formula, charge and spin: 2.17 kcal/mol
Highest occupied orbital energy: -4.195 eV
HOMO-LUMO gap: 5.965 eV